No. 1
7
Properties=species:S:1:pos:R:3:forces:R:3 method="wB97M-V/def2-TZVPD" smiles="O=CC(O)=S" homo_energy_ev=-9.279 orbital_gap_ha=0.293
C 0.115 0.327 0.161 -0.154 1.869 4.114
C -0.847 -0.764 -0.476 3.120 0.364 0.278
H 1.822 1.284 0.214 0.293 0.786 1.456
H -0.388 -1.082 -1.399 -0.598 -0.392 -1.199
O 1.294 0.800 -0.393 -3.104 -2.627 -1.900
O -1.662 -1.348 0.156 -0.483 0.457 -0.245
S -0.335 0.784 1.737 0.927 -0.457 -2.504

***

No. 2
49
Properties=species:S:1:pos:R:3:forces:R:3 method="wB97M-V/def2-TZVPD" homo_energy_ev=-13.874 orbital_gap_ha=0.239 charge=+2
Sn 0.336 0.254 0.061 -1.707 1.812 -0.492
O -0.320 2.081 -0.445 0.718 -1.354 -0.033
C 0.152 2.729 -1.535 0.354 0.986 -0.562
C -0.793 3.495 -2.256 0.542 -0.254 -0.141
C -0.352 4.324 -3.286 -0.475 0.062 0.389
C 1.004 4.571 -3.446 0.224 0.428 0.023
C 1.944 3.874 -2.729 0.728 -0.276 -0.103
C 1.555 2.793 -1.902 -1.878 0.578 0.172
C 2.427 1.695 -1.631 -0.085 0.173 -0.072
N 2.059 0.546 -1.001 0.439 -0.242 0.057
C 3.126 -0.338 -1.082 1.311 0.468 -0.630
C 4.142 0.271 -1.746 -0.924 0.233 0.134
N 3.674 1.539 -2.114 0.007 -0.316 0.365
H -1.844 3.403 -1.976 0.330 0.043 -0.132
H -1.016 4.906 -3.935 -0.084 -0.433 0.524
H 1.266 5.380 -4.114 0.355 -0.094 0.020
H 3.010 4.173 -2.783 -0.689 -0.436 -0.254
H 3.137 -1.326 -0.681 -0.184 -0.307 0.280
H 5.127 -0.076 -1.964 0.257 -0.056 -0.179
H 4.167 2.228 -2.702 -0.444 -0.631 0.597
O -0.117 -1.155 3.103 0.019 2.265 -2.593
B -0.090 0.054 2.268 -0.175 -0.117 5.531
O -0.222 1.215 3.157 0.035 -2.490 -1.935
C -0.369 0.704 4.486 0.788 -1.885 -2.318
C -0.393 1.400 5.646 0.100 -0.091 0.610
C -0.363 0.601 6.824 -0.150 2.191 -0.984
C -0.370 -0.756 6.743 -0.465 -1.669 1.268
C -0.306 -1.471 5.533 -0.072 -0.983 1.080
C -0.280 -0.729 4.409 -0.070 2.300 -0.483
H -0.412 2.487 5.655 0.044 -0.272 0.114
H -0.330 1.189 7.738 -0.183 -0.627 0.168
H -0.519 -1.336 7.684 0.509 0.472 -0.882
H -0.263 -2.567 5.558 -0.049 0.589 -0.198
C -2.529 -3.978 0.353 0.203 1.257 0.851
C -1.482 -3.208 -0.465 0.536 -0.150 -0.423
S -2.181 -1.698 -1.254 0.778 -0.083 -0.085
O -1.031 -0.546 -1.318 -0.159 -1.611 0.343
C -2.307 -2.385 -2.955 0.276 0.402 -0.010
C -1.089 -2.555 -3.804 1.468 0.113 -0.261
H -2.014 -4.697 1.028 -0.431 0.456 -0.570
H -3.232 -4.490 -0.298 -0.033 -0.060 0.111
H -3.062 -3.210 0.971 0.178 -0.998 -0.270
H -1.133 -3.823 -1.308 0.287 0.253 0.411
H -0.620 -2.848 0.127 -0.393 -0.277 -0.089
H -2.924 -1.669 -3.439 -0.838 0.560 -0.369
H -2.820 -3.338 -2.935 -0.522 -0.099 0.773
H -0.511 -1.635 -3.862 0.124 0.085 0.155
H -1.438 -2.701 -4.827 -0.046 -0.276 0.063
H -0.397 -3.381 -3.550 -0.558 0.360 0.028

***

No. 3
13
Properties=species:S:1:pos:R:3:forces:R:3 method="wB97M-V/def2-TZVPD" smiles="O=CCC#CCO" homo_energy_ev=-9.906 orbital_gap_ha=0.392
O 2.523 0.756 -1.197 -0.074 0.275 0.000
C 2.344 -0.028 -0.036 0.023 -0.262 0.257
C 0.927 -0.228 0.308 -0.502 -0.031 0.106
C -0.244 -0.347 0.574 0.553 0.060 -0.142
C -1.693 -0.445 0.755 -0.033 0.051 0.078
C -2.371 0.079 -0.504 -0.276 0.224 -0.008
O -3.223 0.930 -0.501 0.349 -0.392 0.008
H 2.093 1.607 -1.046 0.067 -0.112 -0.099
H 2.867 0.405 0.830 -0.082 -0.058 -0.139
H 2.813 -0.993 -0.249 -0.072 0.106 0.049
H -2.050 0.133 1.613 0.085 -0.076 -0.116
H -1.986 -1.494 0.899 0.041 0.143 -0.055
H -2.001 -0.376 -1.446 -0.077 0.072 0.060

***

No. 4
37
Properties=species:S:1:pos:R:3:forces:R:3 method="wB97M-V/def2-TZVPD" homo_energy_ev=-17.614 orbital_gap_ha=0.375 charge=+2
C 2.649 1.576 -0.369 0.977 -0.598 -0.865
C 1.128 1.711 -0.705 -1.246 4.439 -0.356
C -2.020 0.504 -1.209 -2.828 4.289 -4.373
C -1.938 0.297 1.073 -0.531 0.982 0.214
C 2.527 0.014 -0.500 0.827 -1.567 0.002
C -2.837 0.932 0.023 0.903 0.097 -0.680
C 1.212 0.468 -0.044 0.220 -2.222 2.056
C -1.666 -0.820 -0.990 1.771 -3.642 0.479
C 3.340 -0.898 0.466 -2.810 -0.504 0.630
C -2.931 2.406 0.163 2.383 1.109 -3.419
C -0.542 -3.302 0.644 -0.353 -1.488 -0.841
N -1.536 -0.945 0.463 -1.046 -2.991 -0.732
N -0.366 -1.036 -0.269 2.193 2.394 -0.621
N 0.322 -2.392 -0.180 -1.077 1.373 1.338
H 3.524 1.948 -0.930 -1.101 0.176 -0.798
H 2.912 1.801 0.592 0.294 0.754 2.821
H 0.449 2.658 -0.468 1.639 -2.328 0.156
H 1.208 1.662 -1.753 -0.534 -0.403 -1.522
H -2.545 0.650 -2.268 0.651 -0.419 2.347
H -1.220 1.208 -1.325 0.751 0.191 0.211
H -1.145 1.046 1.115 0.418 -0.441 0.852
H -2.456 0.049 1.998 0.411 0.381 0.185
H 2.635 -0.261 -1.572 -0.180 0.316 0.703
H -3.809 0.518 0.027 -1.098 -0.754 -0.079
H 1.167 0.325 1.079 -0.655 0.663 -1.324
H -1.902 -1.572 -1.773 -0.336 -0.171 1.351
H 4.317 -0.535 0.635 0.823 0.775 0.873
H 3.547 -1.837 0.022 0.075 -1.098 -0.855
H 2.719 -1.214 1.431 1.561 1.254 -1.492
H -1.899 2.889 0.169 -1.052 -0.576 -0.096
H -3.353 2.674 1.026 -1.803 1.015 3.516
H -3.501 2.917 -0.640 0.297 -0.550 0.320
H -1.433 -3.712 0.077 0.914 1.183 0.282
H 0.065 -4.196 0.724 0.212 -0.083 1.002
H -0.885 -2.753 1.516 0.391 -0.624 0.169
H 0.355 -2.792 -1.120 0.792 0.304 -0.083
H 1.272 -2.119 0.296 -1.854 -1.235 -1.371

***

No. 5
39
Properties=species:S:1:pos:R:3:forces:R:3 method="wB97M-V/def2-TZVPD" homo_energy_ev=-9.826 orbital_gap_ha=0.330
O 1.812 1.072 -1.185 0.497 1.711 1.482
H 1.517 1.796 -0.540 1.031 -1.316 -1.261
H 2.717 1.324 -1.500 -1.120 -0.201 0.416
O 1.287 1.027 2.011 0.444 1.253 3.572
H 1.585 0.119 2.131 -0.158 -0.819 -0.368
H 1.376 1.301 3.021 -0.336 -0.389 -3.107
O -1.412 -3.736 -0.643 -0.826 2.503 -1.415
H -1.807 -3.050 -0.087 -0.072 1.051 -1.018
H -1.369 -4.284 0.075 0.931 -3.561 2.436
O -0.441 -0.460 -0.171 1.748 1.069 -0.126
H 0.286 0.171 -0.466 -1.352 -1.655 0.434
H -1.136 0.114 0.160 -0.328 0.100 0.148
O 0.920 1.654 -3.675 0.426 -1.062 0.701
H 0.549 2.532 -3.556 0.027 -0.173 0.408
H 1.093 1.178 -2.803 -0.643 1.385 -1.594
O -1.904 1.433 -1.620 -0.036 -1.682 -0.898
H -1.023 1.726 -1.523 1.378 0.664 0.016
H -2.475 2.083 -1.308 -1.399 1.860 0.723
O -0.858 3.085 1.267 0.139 0.410 0.623
H -0.267 2.439 1.661 0.637 -0.303 -0.009
H -0.519 3.323 0.415 0.438 0.217 -0.569
O -1.690 -1.338 2.815 4.635 0.035 5.366
H -2.410 -1.404 2.308 -4.632 -0.382 -2.601
H -1.886 -1.538 3.796 0.046 0.444 -2.748
O 1.120 -2.178 2.085 2.909 0.900 -4.084
H 1.245 -1.768 1.110 0.012 -2.095 2.894
H 0.345 -1.713 2.226 -3.301 1.088 1.218
O 1.764 -2.173 -1.402 -4.604 -0.034 3.586
H 2.333 -1.706 -0.851 1.915 1.118 1.453
H 2.179 -2.342 -2.153 2.831 -1.195 -5.162
O 3.370 -0.860 0.586 3.895 -1.669 0.708
H 4.387 -0.737 0.840 -3.816 0.192 -0.856
H 2.856 -0.080 0.522 0.068 1.755 0.027
O -3.001 1.762 1.359 -3.212 -1.212 -1.261
H -2.120 2.108 1.305 0.474 0.816 -0.681
H -3.521 1.861 0.498 1.524 -0.126 2.012
O -1.842 -1.065 -2.534 -1.229 -3.870 -2.051
H -1.338 -1.468 -1.858 0.927 -1.275 0.941
H -1.723 -0.208 -2.316 0.134 4.447 0.646

***

No. 6
101
Properties=species:S:1:pos:R:3:forces:R:3 method="wB97M-V/def2-TZVPD" homo_energy_ev="-2.972 / -3.979" s_squared=8.757 orbital_gap_ha="0.173 / 0.209" charge=-1 spin_multiplicity=6
Mn 13.811 13.703 11.614 -0.805 -0.080 0.593
O 11.374 11.515 9.826 1.237 -0.684 -2.607
S 10.987 11.979 11.121 -1.153 0.978 3.659
O 13.878 11.947 14.586 0.736 -0.476 -0.127
O 12.059 12.677 11.978 -1.253 -0.940 -0.913
C 9.821 13.400 10.670 1.087 -1.378 0.581
C 8.563 12.911 10.398 -1.245 -1.021 0.230
C 7.542 13.750 9.950 0.554 0.467 -0.063
C 7.858 15.098 9.703 1.058 -0.275 1.263
C 9.168 15.557 10.041 -1.568 1.187 -0.794
C 10.148 14.734 10.563 0.081 0.311 -0.879
P 11.831 15.417 10.853 0.086 -1.552 2.504
C 12.288 16.216 9.338 -0.606 0.671 -1.577
C 12.095 17.597 9.212 0.703 -0.442 -0.279
C 12.419 18.186 7.994 0.375 0.400 -0.658
C 12.867 17.475 6.876 -0.707 -1.690 2.226
C 13.079 16.097 7.039 -0.395 0.522 -0.172
C 12.777 15.449 8.215 0.032 1.450 1.587
C 11.489 16.731 12.151 -0.899 -0.766 -1.280
C 12.549 17.531 12.380 2.194 1.707 0.014
C 12.378 18.799 12.934 -0.742 0.413 1.026
C 11.109 19.221 13.391 0.825 0.414 -1.026
C 9.996 18.385 13.161 0.556 -0.380 1.569
C 10.252 17.105 12.703 -0.829 -1.951 -0.692
H 8.326 11.817 10.609 0.525 1.477 -0.373
H 6.540 13.340 9.823 0.140 0.257 -0.140
H 7.097 15.828 9.460 0.039 -0.092 -0.328
H 9.389 16.637 9.877 -0.183 -0.869 0.149
H 11.783 18.193 10.090 0.124 -0.314 -0.837
H 12.401 19.252 7.921 -0.412 0.653 -0.097
H 12.906 17.833 5.895 0.466 1.160 -1.104
H 13.465 15.523 6.211 0.023 -0.145 -0.155
H 13.064 14.430 8.345 -0.220 -0.695 0.297
H 13.573 17.248 12.090 -0.570 -0.020 -0.136
H 13.232 19.477 13.038 -0.270 -0.362 0.119
H 11.078 20.222 13.866 -0.455 -0.733 -0.440
H 8.993 18.614 13.537 0.432 0.091 -0.086
H 9.549 16.217 12.785 0.153 1.713 -0.471
C 19.842 9.471 17.057 0.418 -0.850 -0.336
C 19.350 9.950 15.743 -0.648 -0.907 -1.217
C 19.334 9.068 14.632 -0.164 2.239 0.050
C 18.994 9.509 13.352 -0.589 0.674 0.006
C 19.199 8.627 12.159 0.161 -1.758 0.818
C 18.426 10.784 13.215 -0.736 1.432 1.668
Te 17.825 11.573 11.296 -0.483 0.435 -1.415
N 16.277 12.876 11.373 0.884 -1.922 0.907
C 16.472 14.152 11.170 -1.722 3.305 0.708
O 15.498 14.952 11.507 3.124 -1.017 -1.268
C 17.640 14.819 10.477 1.371 0.712 -0.113
C 18.930 15.020 11.009 -0.444 -0.749 1.251
C 19.981 15.639 10.347 -0.706 -0.337 -0.812
C 19.816 16.001 8.993 -0.650 0.165 0.554
C 18.514 15.927 8.444 0.448 -0.767 1.273
C 17.460 15.401 9.231 -1.025 0.110 -1.276
C 16.629 10.039 10.382 0.321 0.086 -0.538
C 15.863 9.229 11.196 -0.666 -0.716 0.262
C 15.541 9.623 12.626 0.351 -0.666 0.412
C 15.309 8.066 10.613 0.874 1.608 -0.623
C 15.483 7.735 9.267 -0.128 0.105 0.584
C 14.954 6.430 8.730 -0.738 0.032 0.371
C 16.113 8.638 8.438 0.641 1.545 -0.130
C 16.649 9.850 8.979 0.128 -0.532 -0.846
C 17.188 10.978 8.068 -0.255 -1.347 0.796
C 18.266 11.643 14.358 0.657 -0.837 -0.083
C 17.519 12.952 14.347 -0.534 0.900 1.414
C 18.815 11.207 15.598 -0.416 0.430 -1.353
H 19.213 8.672 17.433 -0.358 -0.050 0.232
H 19.891 10.268 17.771 0.152 0.292 0.447
H 20.813 8.990 16.912 0.149 0.289 0.258
H 19.595 8.066 14.777 0.684 -1.375 0.087
H 20.121 8.056 12.406 -0.490 0.181 -0.639
H 19.338 9.154 11.221 -0.036 0.043 -0.064
H 18.374 7.867 12.058 0.637 0.825 -0.090
H 19.122 14.684 12.038 -0.084 0.102 -0.354
H 20.899 15.761 10.911 0.115 0.071 -0.373
H 20.684 16.383 8.454 -0.415 -0.036 -0.098
H 18.290 16.170 7.414 0.154 0.289 0.072
H 16.421 15.433 8.834 0.846 -0.189 0.134
H 15.401 10.695 12.786 -0.086 -0.047 -0.235
H 16.305 9.289 13.353 -0.104 0.105 -0.415
H 14.636 9.131 12.966 -0.298 0.053 -0.167
H 14.644 7.504 11.189 -0.788 -1.037 0.971
H 13.936 6.577 8.239 1.351 -0.284 0.466
H 14.818 5.785 9.640 0.115 0.079 -1.239
H 15.706 6.035 8.008 -0.815 -0.103 0.519
H 16.143 8.417 7.345 0.112 0.476 0.916
H 16.917 10.845 7.001 0.715 -0.260 0.639
H 18.260 11.085 8.330 -0.462 0.282 -0.834
H 16.628 11.840 8.377 -0.034 0.852 0.195
H 18.072 13.836 13.894 -0.530 -1.091 0.665
H 17.192 13.183 15.447 0.827 -0.120 -2.048
H 16.568 12.851 13.818 0.050 0.086 -0.083
H 18.775 11.860 16.462 -0.107 0.116 -0.091
C 12.263 12.797 16.408 -0.015 1.119 0.534
O 12.707 13.724 15.381 -0.059 -1.213 0.819
C 13.574 13.114 14.450 -1.079 2.358 -0.780
O 13.861 13.980 13.533 0.368 -1.203 2.665
H 12.176 11.817 15.971 -0.231 -0.334 0.003
H 11.278 13.147 16.847 1.145 -0.207 -0.737
H 13.012 12.739 17.240 -0.509 0.092 -0.618
F 13.922 13.325 9.832 0.497 -0.539 -2.406

***

Strongest force on any atom values (in eV/A) by entry order: 4.52 5.53 0.57 6.75 7.09 3.96.
Energy relative to the best compared isomer or geometry (same formula, charge and spin) values (in kJ/mol) by entry order: 125.0 115.0 230.1 873.7 492.2 0.0.